(1)
Formula: C3H5ClS
Source: OMol25
Level of theory: ωB97M-V with the def2-TZVPD basis set

## Properties
**E_LUMO (alpha / beta)**: -0.5 / -1.1 eV
**Frontier orbital gap (alpha / beta)**: 7.91 / 7.44 eV
**ΔE to the lowest compared entry with this formula, charge and spin**: 78.2 kcal/mol
**HOMO (alpha / beta)**: -0.311 / -0.314 Eh

Each line ends with the Löwdin charge.
Element x y z (Å)
C (1.222, 0.286, 0.707)  -0.675
C (1.035, 0.087, -0.642)  -0.122
C (-1.767, -0.106, -0.374)  -0.406
S (0.909, -1.063, 1.768)  0.512
Cl (-1.550, -0.875, 1.155)  0.524
H (1.575, 1.259, 1.169)  0.072
H (0.935, -0.869, -1.046)  0.030
H (0.838, 0.902, -1.293)  0.048
H (-1.312, -0.596, -1.213)  -0.004
H (-1.886, 0.975, -0.231)  0.021

(2)
Formula: CH2N2O3
Source: OMol25
Level of theory: ωB97M-V with the def2-TZVPD basis set

## Properties
**E_LUMO**: 0.3 eV
**Frontier orbital gap**: 10.13 eV
**ΔE to the lowest compared entry with this formula, charge and spin**: 88.0 kcal/mol
**HOMO**: -0.362 Eh

Each line ends with the Löwdin charge.
Element x y z (Å)
C (-0.016, 0.394, -0.584)  -0.542
N (-1.154, -0.375, -0.740)  0.065
N (0.219, 0.211, 0.759)  0.014
O (0.649, 1.111, -1.302)  0.107
O (-1.021, -0.914, 0.565)  -0.040
O (1.286, -0.162, 1.392)  0.108
H (-1.998, 0.174, -0.964)  0.158
H (2.035, -0.439, 0.875)  0.129

(3)
Formula: C23H21F2N7NiP
Source: OMol25
Level of theory: ωB97M-V with the def2-TZVPD basis set

## Properties
**Total charge**: +1
**E_LUMO (alpha / beta)**: -2.3 / -2.3 eV
**Frontier orbital gap (alpha / beta)**: 8.36 / 8.20 eV
**ΔE to the lowest compared entry with this formula, charge and spin**: 0.0 kcal/mol
**HOMO (alpha / beta)**: -0.392 / -0.387 Eh

Each line ends with the Löwdin charge.
Element x y z (Å)
Ni (0.170, -0.198, -0.051)  0.449
C (-1.751, -0.317, 5.077)  -0.016
N (-0.770, -0.407, 4.005)  -0.120
C (0.540, -0.762, 4.151)  -0.031
C (1.096, -0.718, 2.905)  -0.100
N (0.147, -0.323, 2.005)  0.016
C (-0.975, -0.149, 2.691)  -0.431
P (-2.621, 0.129, 1.955)  1.181
C (-2.222, 1.474, 0.818)  -0.460
N (-1.155, 1.504, 0.043)  0.044
C (-1.247, 2.646, -0.696)  -0.086
C (-2.390, 3.312, -0.357)  -0.038
N (-3.008, 2.562, 0.602)  -0.123
C (-4.268, 2.886, 1.253)  -0.020
C (-2.487, -1.239, 0.751)  -0.426
N (-1.416, -1.504, 0.014)  0.020
C (-1.707, -2.622, -0.710)  -0.093
C (-2.970, -3.035, -0.408)  -0.029
N (-3.460, -2.152, 0.515)  -0.119
C (-4.783, -2.204, 1.119)  -0.017
H (-1.256, -0.563, 6.011)  0.096
H (-2.564, -1.021, 4.910)  0.088
H (-2.149, 0.694, 5.141)  0.094
H (0.960, -1.014, 5.109)  0.129
H (2.099, -0.960, 2.599)  0.112
H (-0.496, 2.912, -1.421)  0.117
H (-2.807, 4.239, -0.708)  0.127
H (-4.576, 3.874, 0.924)  0.096
H (-4.142, 2.897, 2.334)  0.088
H (-5.038, 2.167, 0.982)  0.091
H (-1.000, -3.048, -1.400)  0.122
H (-3.551, -3.868, -0.762)  0.129
H (-5.269, -3.118, 0.790)  0.097
H (-5.382, -1.352, 0.805)  0.093
H (-4.703, -2.216, 2.203)  0.086
F (-1.514, -0.808, -5.041)  0.073
C (-0.489, -0.656, -4.185)  -0.268
C (-0.764, -0.499, -2.837)  -0.043
C (0.288, -0.343, -1.943)  -0.124
C (1.605, -0.303, -2.436)  -0.114
C (1.822, -0.485, -3.798)  -0.210
F (3.077, -0.467, -4.288)  0.074
C (0.793, -0.671, -4.697)  0.072
C (2.617, 0.077, -1.445)  -0.170
C (3.984, 0.252, -1.666)  0.018
C (4.770, 0.756, -0.648)  -0.039
C (4.196, 1.105, 0.563)  -0.047
C (2.845, 0.881, 0.728)  -0.116
N (2.083, 0.345, -0.228)  0.046
H (-1.797, -0.507, -2.513)  0.107
H (0.988, -0.803, -5.751)  0.136
H (4.413, 0.011, -2.623)  0.112
H (5.830, 0.899, -0.811)  0.118
H (4.778, 1.545, 1.359)  0.111
H (2.333, 1.149, 1.643)  0.103